90
Properties=species:S:1:pos:R:3 method="wB97M-V/def2-TZVPD" energy_ha=-139693.21965 homo_lumo_gap_ev=9.56 max_force_ev_per_a=2.90 total_charge=0 e_lumo_ev=-0.46
C -4.591 -3.293 -2.466
Br -5.076 -5.091 -2.956
Br -3.087 -2.611 -3.394
Br -4.407 -2.981 -0.577
H -5.451 -2.690 -2.775
C -7.009 -1.463 1.850
Br -6.624 -1.711 3.717
Br -7.774 0.369 1.744
Br -8.283 -2.807 1.205
H -6.121 -1.550 1.175
C -1.882 -1.482 6.199
Br -0.756 -0.122 6.973
Br -3.645 -0.868 5.683
Br -1.938 -2.900 7.523
H -1.277 -1.839 5.326
C 0.365 5.745 0.417
Br 0.675 7.588 -0.295
Br 0.485 4.386 -0.922
Br -1.527 5.814 1.207
H 1.133 5.705 1.193
C -2.227 -5.022 2.575
Br -2.550 -6.919 2.890
Br -0.807 -4.406 3.744
Br -3.926 -4.161 2.774
H -1.998 -5.024 1.515
C 0.196 -5.734 -1.012
Br 0.144 -3.875 -0.490
Br -1.589 -6.145 -1.907
Br 0.423 -6.805 0.540
H 0.784 -5.971 -1.943
C 3.276 4.605 -3.316
Br 2.718 6.423 -3.263
Br 5.184 4.541 -3.485
Br 2.360 3.460 -4.590
H 3.127 4.053 -2.435
C 4.702 3.592 0.664
Br 3.829 5.302 0.755
Br 6.473 3.884 -0.010
Br 3.671 2.381 -0.466
H 4.799 3.071 1.600
C -7.193 0.651 -2.372
Br -7.581 -1.210 -2.203
Br -7.749 1.380 -4.043
Br -5.329 1.007 -1.849
H -7.818 1.114 -1.692
C 4.593 2.486 4.870
Br 6.296 1.636 4.862
Br 3.161 1.345 4.462
Br 4.434 4.151 3.962
H 4.517 2.557 5.961
C 0.346 4.619 4.062
Br 1.127 6.375 3.677
Br 0.559 4.108 5.868
Br 0.893 3.300 2.756
H -0.693 4.871 3.965
C 4.472 -2.903 2.757
Br 4.788 -1.356 1.780
Br 2.682 -3.566 2.392
Br 4.702 -2.532 4.647
H 5.191 -3.596 2.429
C 5.499 -4.645 -2.522
Br 4.126 -3.600 -1.677
Br 5.056 -6.553 -2.496
Br 7.207 -4.321 -1.629
H 5.527 -4.564 -3.604
C 1.165 -3.116 -5.207
Br -0.363 -2.930 -6.443
Br 1.224 -4.879 -4.460
Br 1.011 -1.838 -3.659
H 2.038 -2.945 -5.749
C -4.254 2.814 2.136
Br -4.495 3.609 0.466
Br -5.081 3.835 3.439
Br -2.370 2.402 2.485
H -4.683 1.825 1.974
C -1.793 3.338 -4.191
Br -2.216 1.549 -3.730
Br -2.921 4.499 -3.287
Br -2.023 3.592 -6.116
H -0.733 3.492 -3.989
C 5.136 -0.815 -4.225
Br 6.751 -1.702 -4.497
Br 3.967 -0.808 -5.893
Br 5.321 0.932 -3.472
H 4.595 -1.332 -3.465
C -0.178 0.584 -0.284
Br 0.699 -0.017 1.256
Br -1.633 -0.608 -0.686
Br 0.930 0.875 -1.809
H -0.702 1.438 0.078

***

15
Properties=species:S:1:pos:R:3 method="wB97M-V/def2-TZVPD" energy_ha=-266.97554 homo_lumo_gap_ev=10.40 max_force_ev_per_a=4.23 total_charge=+1 e_lumo_ev=-4.34
C 1.103 -0.767 0.846
C -0.736 -0.076 0.278
C -1.494 -0.404 -0.924
C 1.112 1.557 -0.292
N 0.640 0.380 0.392
N 0.144 -1.572 0.952
H 2.126 -1.030 1.174
H -1.368 0.326 1.134
H -2.141 -1.316 -0.681
H -1.087 -0.586 -1.907
H -2.303 0.204 -1.075
H 0.322 2.271 -0.204
H 1.990 2.069 0.100
H 1.460 1.420 -1.244
H 0.232 -2.476 1.450

***

12
Properties=species:S:1:pos:R:3 method="wB97M-V/def2-TZVPD" energy_ha=-269.14156 homo_lumo_gap_ev=9.22 max_force_ev_per_a=0.92 total_charge=0 e_lumo_ev=-0.39
C -1.095 1.044 0.069
C -0.422 -0.285 0.161
O -0.397 -0.915 1.269
C 0.468 -0.856 -0.903
C 1.574 -0.300 -0.082
C 1.969 0.415 0.882
H -2.175 0.920 -0.033
H -0.706 1.633 -0.764
H -0.890 1.565 1.008
H 0.365 -0.421 -1.898
H 0.461 -1.949 -0.935
H 0.848 -0.851 1.226

***

69
Properties=species:S:1:pos:R:3 method="wB97M-V/def2-TZVPD" energy_ha=-4593.44077 homo_lumo_gap_ev=5.01 max_force_ev_per_a=3.74 total_charge=+3 e_lumo_ev=-10.36
Bi -0.246 -1.290 0.251
P 0.159 2.047 1.839
P -2.657 0.010 0.154
P 2.324 -0.673 0.188
H -1.548 -2.946 -3.154
C -0.683 -3.380 -2.641
C -0.543 -3.095 -1.289
H -1.539 -2.705 -0.905
C 0.464 3.694 1.072
C -1.162 2.558 3.005
C 1.562 2.048 3.029
C -3.643 -0.847 -1.117
C -3.591 -0.357 1.681
C -2.999 1.763 -0.147
C 2.856 -1.827 -1.133
C 2.986 -1.351 1.755
C 3.158 0.919 -0.057
H -0.144 -4.160 -3.205
H 0.197 -3.650 -0.656
H 0.564 4.465 1.843
H -0.374 3.938 0.414
H 1.380 3.646 0.477
H -0.721 3.205 3.773
H -1.599 1.679 3.490
H -1.955 3.112 2.490
H 1.296 2.652 3.903
H 2.458 2.480 2.567
H 1.794 1.029 3.361
H -4.668 -0.439 -1.059
H -3.672 -1.933 -0.951
H -3.228 -0.643 -2.116
H -4.592 0.079 1.565
H -3.090 0.061 2.562
H -3.682 -1.437 1.802
H -4.085 1.931 -0.088
H -2.637 2.048 -1.150
H -2.501 2.407 0.601
H 3.928 -1.691 -1.311
H 2.306 -1.621 -2.060
H 2.655 -2.866 -0.842
H 3.937 -1.848 1.557
H 2.287 -2.076 2.168
H 3.128 -0.555 2.495
H 4.158 0.760 -0.475
H 3.269 1.471 0.888
H 2.586 1.546 -0.746
C 0.252 1.237 -4.542
C -0.161 -0.100 -4.590
C -0.008 -0.859 -5.734
C 0.700 -0.296 -6.832
C 1.240 1.011 -6.724
C 1.004 1.781 -5.593
Se -0.281 2.474 -3.142
H 1.088 2.689 -2.573
H -0.598 -0.539 -3.695
H -0.411 -1.870 -5.769
H 0.870 -0.890 -7.731
H 1.808 1.380 -7.588
H 1.373 2.785 -5.525
N 0.064 -1.231 5.612
C -0.164 -2.356 4.643
C -0.182 -1.673 3.288
O 0.225 -2.369 2.285
O -0.572 -0.482 3.276
H 1.010 -1.258 6.011
H -0.569 -1.333 6.420
H -0.099 -0.319 5.145
H 0.627 -3.102 4.707
H -1.105 -2.840 4.824

***

8
Properties=species:S:1:pos:R:3 method="wB97M-V/def2-TZVPD" energy_ha=-966.23645 homo_lumo_gap_ev=9.38 max_force_ev_per_a=4.64 total_charge=0 e_lumo_ev=-0.25 smiles="NSSC=O"
C 1.123 0.976 2.427
N -0.135 -0.647 -0.979
O 1.591 1.609 3.351
S 1.890 -0.442 1.670
S 0.085 -1.244 0.621
H 0.062 0.950 2.211
H 0.290 -1.222 -1.708
H 0.191 0.210 -1.156

***

17
Properties=species:S:1:pos:R:3 method="wB97M-V/def2-TZVPD" energy_ha=-1014.34881 homo_lumo_gap_ev=2.61 max_force_ev_per_a=2.15 total_charge=+2 e_lumo_ev=-16.07
Tl 0.343 2.493 -3.008
F -1.369 4.092 -4.362
O -0.292 0.572 -0.893
S -0.902 -0.032 0.300
O -1.700 -1.189 0.152
O 0.292 -0.328 1.340
C 1.222 -1.364 1.077
C 1.675 -1.528 -0.393
C -1.751 1.244 1.186
H 0.744 -2.340 1.298
H 2.107 -1.142 1.664
H 2.011 -0.585 -0.858
H 0.902 -2.028 -0.975
H 2.547 -2.178 -0.480
H -2.251 0.733 2.009
H -2.520 1.551 0.474
H -1.057 2.029 1.469

***

Listing energy above the lowest of the compared OMol25 structures with the same formula, charge and spin for the structures above in their given order: 0.586, 3.367, 5.570, 0.072, 0.336, 0.454 eV.